Computed, not measured: C30H46AsAuN4O2Si2 as an isolated structure, with ωB97M-V/def2-TZVPD.

Net charge: +2
E_tot (hartree): -4490.2834
ΔE to the lowest compared entry with this formula, charge and spin (kcal per mole): 0.0
HOMO (eV): -12.8788
Gap between HOMO and LUMO (hartree): 0.2509

```
86
Properties=species:S:1:pos:R:3:forces:R:3
Au 0.022 0.622 -0.017 0.151 0.195 0.253
C -5.825 -3.591 0.222 0.001 0.009 0.001
C -4.507 -2.972 -0.155 -0.028 -0.015 -0.017
C -3.907 -3.188 -1.371 -0.007 -0.037 0.022
C -2.678 -2.594 -1.745 0.014 0.004 0.053
C -2.267 -2.847 -3.066 -0.026 -0.062 0.019
N -1.462 -2.182 -3.859 0.081 0.022 -0.071
C -0.889 -0.851 -3.675 0.044 -0.003 -0.006
C -0.404 -0.319 -5.027 0.025 -0.002 -0.021
C 0.031 1.150 -4.996 0.031 -0.022 -0.009
N 0.978 1.363 -3.912 -0.100 0.011 -0.053
C 2.057 2.063 -3.851 0.091 -0.004 -0.021
C 2.835 2.157 -2.640 0.040 0.003 -0.029
C 4.031 2.893 -2.643 -0.004 -0.003 0.001
C 4.842 2.968 -1.528 0.031 0.015 -0.007
C 6.122 3.757 -1.523 -0.006 -0.008 0.006
C 4.438 2.260 -0.394 0.014 -0.004 0.008
C 3.255 1.531 -0.324 0.014 0.047 0.037
C 2.954 0.821 0.925 0.041 0.054 -0.019
N 1.821 0.348 1.252 -0.126 -0.167 -0.116
C 1.594 -0.375 2.493 -0.032 -0.026 0.039
C 0.527 0.267 3.396 -0.006 0.022 0.019
C -0.741 0.864 2.749 0.032 -0.031 -0.013
N -1.163 0.191 1.513 -0.097 -0.033 0.115
C -2.090 -0.702 1.528 0.068 -0.003 0.029
C -2.601 -1.533 0.468 -0.004 -0.023 -0.038
C -3.828 -2.130 0.733 0.025 0.003 0.026
C -1.894 -1.851 -0.771 0.037 -0.042 0.013
O -0.684 -1.614 -0.953 -0.078 -0.034 -0.030
C 2.428 1.483 -1.464 -0.062 -0.181 0.002
O 1.323 0.761 -1.520 0.175 0.251 -0.117
H -6.185 -4.254 -0.563 0.004 0.007 0.006
H -6.587 -2.828 0.390 0.009 -0.007 -0.002
H -5.737 -4.176 1.138 0.001 0.005 -0.007
H -4.408 -3.825 -2.095 0.014 0.016 0.010
H -2.717 -3.710 -3.549 -0.001 0.012 0.007
H -1.301 -2.604 -4.763 -0.021 0.013 -0.010
H -0.084 -0.927 -2.943 -0.019 0.011 0.000
H -1.659 -0.207 -3.241 -0.028 0.011 -0.009
H -1.203 -0.400 -5.768 -0.003 0.007 0.000
H 0.430 -0.933 -5.377 -0.005 -0.002 -0.008
H -0.829 1.796 -4.802 -0.019 -0.011 -0.002
H 0.479 1.442 -5.944 -0.002 0.014 0.001
H 0.745 0.947 -2.998 -0.039 -0.006 0.056
H 2.396 2.581 -4.744 -0.003 0.000 0.006
H 4.327 3.406 -3.553 -0.008 -0.009 0.013
H 6.331 4.177 -2.505 -0.001 -0.001 0.002
H 6.967 3.127 -1.239 -0.007 0.004 -0.004
H 6.070 4.580 -0.809 -0.002 -0.003 -0.005
H 5.082 2.277 0.481 -0.012 0.001 -0.010
H 3.794 0.717 1.619 -0.022 0.008 0.013
H 2.520 -0.478 3.064 0.008 0.000 -0.013
H 1.272 -1.379 2.206 -0.004 0.013 -0.003
H 0.978 1.066 3.987 0.017 -0.008 -0.013
H 0.232 -0.508 4.107 -0.004 0.004 0.009
H -0.578 1.910 2.490 0.027 -0.051 0.017
H -1.557 0.827 3.473 -0.025 0.014 0.003
H -2.589 -0.825 2.490 -0.003 -0.014 0.011
H -4.290 -1.934 1.697 0.008 -0.006 -0.013
C -4.444 3.535 -1.485 -0.077 -0.042 0.038
Si -3.847 1.899 -0.793 -0.028 0.113 -0.106
C -4.418 1.695 0.974 0.113 -0.030 0.091
C -4.510 0.509 -1.853 -0.013 0.012 0.026
As -1.513 2.139 -1.240 -0.119 -0.177 0.030
Si -0.992 4.110 0.016 -0.030 0.094 -0.155
C 0.823 4.061 0.475 0.041 -0.032 -0.037
C -2.035 4.407 1.538 -0.022 -0.073 0.029
C -1.266 5.464 -1.244 -0.017 0.025 0.039
H -5.537 3.516 -1.532 0.017 0.005 -0.009
H -4.076 3.711 -2.498 0.000 0.000 0.015
H -4.161 4.385 -0.863 -0.012 -0.022 -0.004
H -5.511 1.729 0.996 0.011 0.026 -0.036
H -4.046 2.487 1.627 -0.033 -0.067 -0.035
H -4.118 0.733 1.390 -0.069 0.074 -0.009
H -5.598 0.470 -1.746 0.015 0.007 -0.017
H -4.116 -0.465 -1.565 -0.033 0.052 -0.017
H -4.290 0.677 -2.910 0.012 0.007 0.007
H 1.078 3.247 1.158 -0.017 0.016 0.004
H 1.090 5.002 0.966 0.000 -0.007 -0.005
H 1.449 3.967 -0.418 -0.021 0.000 0.042
H -1.946 3.614 2.285 -0.023 0.064 -0.046
H -3.093 4.519 1.291 0.049 0.016 0.007
H -1.709 5.340 2.006 0.007 -0.009 -0.010
H -0.601 5.341 -2.102 -0.007 0.000 0.023
H -1.057 6.438 -0.793 0.004 -0.013 -0.011
H -2.292 5.487 -1.616 0.053 0.003 0.015
```
Forces are in eV/Å.


Computed, not measured: a 4-piece molecular cluster, C30H46FNO8S overall at a distorted geometry, with ωB97M-V/def2-TZVPD.

E_tot (hartree): -2325.3250
HOMO (eV): -8.7380
SMILES: CNCc1cccc2c1C(=O)c1cc(S)cc([C@@H](C)F)c1C2=O.COCCOC.COCCOC.COCCOC
Gap between HOMO and LUMO (hartree): 0.2778

```
87
Properties=species:S:1:pos:R:3:forces:R:3
C -1.849 3.675 3.558 -0.354 -0.391 0.102
N -2.681 3.165 2.485 -0.039 0.014 -0.146
C -2.535 3.844 1.208 -0.077 0.127 0.104
C -1.128 4.235 0.796 0.253 0.272 -0.174
C -0.834 5.598 0.738 0.140 -0.175 0.075
C 0.430 6.070 0.411 0.055 -0.252 -0.015
C 1.448 5.177 0.139 -0.265 -0.222 0.088
C 1.191 3.808 0.183 -0.056 0.288 0.036
C -0.088 3.334 0.489 -0.255 0.301 0.095
C -0.327 1.882 0.425 0.522 -0.091 -0.001
O -1.426 1.383 0.489 -0.607 -0.066 0.081
C 0.854 0.979 0.259 0.394 -0.436 -0.120
C 0.597 -0.387 0.335 -0.082 -0.025 0.028
C 1.613 -1.312 0.186 0.087 0.215 0.079
S 1.322 -3.061 0.216 0.037 -0.249 -0.094
C 2.906 -0.856 -0.056 -0.213 0.390 0.005
C 3.194 0.502 -0.161 -0.146 0.039 0.117
C 4.645 0.840 -0.425 0.175 -0.212 -0.472
C 4.922 1.469 -1.789 -0.376 0.034 0.030
F 5.170 1.603 0.604 -0.021 0.309 0.265
C 2.149 1.441 -0.003 -0.008 -0.421 0.103
C 2.347 2.907 -0.126 -0.799 -0.154 0.176
O 3.379 3.398 -0.485 0.999 0.269 -0.280
H -2.139 3.176 4.480 -0.025 -0.034 0.107
H -2.058 4.733 3.697 0.190 0.185 -0.031
H -0.776 3.501 3.425 0.141 0.237 -0.081
H -2.589 2.168 2.379 0.132 -0.104 -0.063
H -3.113 4.767 1.264 0.003 0.161 -0.005
H -2.996 3.248 0.428 -0.051 -0.184 0.001
H -1.608 6.313 0.974 -0.154 0.009 0.021
H 0.627 7.131 0.381 -0.036 0.119 -0.001
H 2.442 5.507 -0.106 0.153 0.053 -0.037
H -0.418 -0.714 0.506 -0.078 0.004 0.005
H 0.759 -3.164 1.429 -0.024 0.199 -0.020
H 3.710 -1.569 -0.155 0.084 -0.113 0.013
H 5.199 -0.096 -0.378 -0.004 -0.159 0.102
H 3.992 1.725 -2.290 0.014 0.050 -0.118
H 5.475 2.390 -1.658 0.165 0.112 0.050
H 5.478 0.797 -2.433 0.132 -0.097 -0.058
C 6.554 3.025 -7.840 0.053 0.016 -0.007
O 7.655 3.340 -7.007 -0.091 -0.054 0.024
C 7.275 3.794 -5.717 0.204 0.036 -0.106
C 7.423 2.709 -4.676 -0.223 -0.012 0.144
O 6.510 1.643 -4.894 0.098 -0.028 -0.089
C 7.108 0.508 -5.493 -0.063 0.007 0.032
H 6.946 2.537 -8.731 0.037 0.027 0.005
H 5.855 2.348 -7.344 -0.021 0.017 0.004
H 6.025 3.935 -8.142 -0.050 -0.022 0.014
H 6.246 4.166 -5.728 -0.030 -0.016 0.014
H 7.933 4.628 -5.455 -0.020 -0.004 0.014
H 7.204 3.132 -3.690 0.022 0.005 -0.010
H 8.452 2.336 -4.662 0.026 0.002 -0.030
H 7.767 -0.002 -4.782 0.044 -0.002 -0.038
H 7.678 0.777 -6.386 0.024 -0.001 0.008
H 6.307 -0.174 -5.778 -0.021 0.015 0.038
C -5.972 -2.557 -1.315 0.050 -0.022 -0.007
O -4.587 -2.326 -1.138 -0.086 0.032 0.028
C -4.278 -0.977 -0.817 0.184 -0.163 -0.081
C -4.008 -0.798 0.659 -0.174 0.231 0.120
O -5.173 -1.025 1.439 0.031 -0.137 -0.057
C -5.195 -2.301 2.055 -0.007 0.053 0.026
H -6.118 -3.634 -1.391 0.039 -0.002 -0.021
H -6.554 -2.179 -0.471 -0.014 0.021 -0.014
H -6.327 -2.089 -2.240 -0.044 0.023 0.027
H -5.086 -0.311 -1.134 -0.031 0.012 0.016
H -3.376 -0.705 -1.376 -0.013 0.023 0.017
H -3.687 0.231 0.836 0.026 -0.022 -0.019
H -3.199 -1.464 0.976 0.020 -0.033 -0.011
H -4.455 -2.356 2.860 0.004 -0.070 -0.008
H -5.005 -3.099 1.333 0.027 -0.013 0.014
H -6.184 -2.445 2.485 0.005 0.045 0.022
C -5.523 -7.894 4.174 0.039 -0.030 0.021
O -4.135 -7.707 4.382 -0.075 0.075 -0.018
C -3.555 -6.756 3.503 0.113 -0.167 0.117
C -3.342 -5.423 4.183 -0.100 0.187 -0.149
O -4.573 -4.801 4.518 0.016 -0.079 0.064
C -4.907 -4.920 5.890 -0.025 0.043 -0.040
H -5.898 -8.506 4.992 0.042 -0.020 0.000
H -6.060 -6.942 4.168 -0.006 0.001 -0.027
H -5.705 -8.419 3.230 -0.038 0.038 -0.016
H -4.176 -6.627 2.611 -0.021 0.029 -0.010
H -2.585 -7.151 3.185 -0.010 0.020 -0.013
H -2.815 -4.756 3.494 0.014 -0.017 0.006
H -2.720 -5.549 5.074 0.003 -0.035 0.020
H -4.252 -4.292 6.502 0.010 -0.042 0.035
H -4.841 -5.955 6.232 0.022 -0.001 0.009
H -5.933 -4.573 6.008 0.011 0.033 -0.033
```
Forces are in eV/Å.


Which value of HOMO does entry 1 give? -12.8788 eV